77
Properties=species:S:1:pos:R:3:forces:R:3 method="wB97M-V/def2-TZVPD" mol_weight_g_mol=531.5 e_homo_ev="-8.97 / -9.11" orbital_gap_ev="8.72 / 8.52" spin_multiplicity=3 energy_ev=-62907.551 charge=0
N -4.19963 3.52977 -4.20237 -1.9 -1.4 2.6
P -4.72269 1.78788 -4.17232 2.8 -1.0 0.6
O -4.58586 1.35289 -2.47766 -1.6 0.2 -1.8
O -6.37762 1.83334 -4.71213 -2.8 -3.2 1.7
C -7.08176 0.56323 -4.47734 1.8 -4.4 1.3
O -6.53687 -0.59048 -4.08320 -3.0 7.8 -2.3
O -8.54311 0.54148 -4.76131 3.1 1.2 1.5
C -9.33008 0.82739 -3.55160 -0.3 -0.9 -0.4
P -9.31737 2.65075 -2.98379 -4.1 2.9 5.8
O -10.31491 2.77084 -1.72249 3.8 -1.0 -5.0
O -9.99486 3.77016 -4.18512 3.8 -1.0 1.7
O -7.75370 3.20003 -2.37127 -2.6 0.8 -2.8
H -4.93216 4.01843 -3.60435 1.1 -0.3 -0.9
H -3.34338 3.53446 -3.56990 -1.1 -0.2 -1.0
H -4.91529 0.42170 -2.30622 0.6 1.4 -0.6
H -8.98136 0.11286 -2.67917 -0.7 1.7 -1.5
H -10.46319 0.57382 -3.82961 2.6 0.8 0.7
H -9.31697 4.52050 -4.28658 -1.5 -1.5 -0.1
H -7.72400 4.19249 -2.58687 0.0 -2.0 0.6
C 1.40805 -1.73331 -2.43667 0.1 -0.3 0.1
C 0.83668 -0.31391 -2.71883 1.2 -1.1 -1.0
C 1.83625 0.77299 -2.23485 -0.3 0.2 0.2
C 1.88431 0.92668 -0.71717 0.1 -0.1 0.0
C 0.48675 1.13264 -0.14156 0.1 0.1 -0.4
C -0.51462 0.03232 -0.58299 -0.5 -0.7 1.9
N -0.51304 -0.18726 -2.06788 -0.9 4.8 -1.4
O -1.16783 0.91104 -2.66018 1.4 -3.2 1.4
C -0.18085 -1.29230 0.15588 0.3 -0.2 -0.1
C -1.93160 0.39586 -0.03352 0.1 0.3 -0.7
C 0.76856 -0.24857 -4.27921 -0.6 0.6 0.2
H 0.60755 -2.46041 -2.25522 0.1 0.2 0.0
H 1.97729 -2.12766 -3.29088 -0.2 0.4 0.1
H 2.09750 -1.75537 -1.59151 -0.1 0.0 0.1
H 1.57137 1.74760 -2.66931 -0.2 -0.2 -0.1
H 2.84665 0.54629 -2.60128 -0.3 -0.2 -0.1
H 2.36012 0.05407 -0.25936 0.0 0.0 0.0
H 2.51621 1.78726 -0.45579 -0.1 -0.2 -0.1
H 0.55289 1.16634 0.95304 -0.2 -0.2 -0.1
H 0.12228 2.12047 -0.45295 -0.1 -0.2 -0.1
H -0.83026 -2.10771 -0.18407 0.1 0.2 0.0
H -0.33038 -1.18715 1.23757 -0.1 0.2 -0.3
H 0.85371 -1.61223 0.04238 -0.1 0.0 -0.1
H -2.28484 1.37368 -0.37874 0.1 -0.3 -0.2
H -1.92668 0.44196 1.06245 0.3 -0.2 -0.2
H -2.67220 -0.35911 -0.32512 0.2 0.1 0.0
H 0.08168 -1.00357 -4.67882 0.1 0.1 0.1
H 1.75775 -0.43392 -4.71894 -0.1 -0.1 0.4
H 0.45412 0.73564 -4.65043 -0.1 -0.3 0.3
C 3.17322 -0.98297 5.53986 0.0 0.2 0.2
C 3.15112 -1.70616 4.16244 -1.1 -0.3 1.6
C 4.01286 -2.99796 4.22060 0.2 0.0 -0.3
C 5.51540 -2.73039 4.22846 0.0 -0.1 0.0
C 5.91744 -1.82185 3.07094 -0.3 -0.2 0.0
C 5.09324 -0.50783 3.02233 1.6 1.3 0.1
N 3.61396 -0.75143 3.09671 -0.4 -3.3 -3.9
O 3.20676 -1.27458 1.85319 0.8 1.8 3.2
C 5.54280 0.42365 4.18085 -0.1 -0.1 0.3
C 5.50410 0.29345 1.74519 -0.6 -0.4 -0.2
C 1.65571 -2.12901 3.99322 0.3 0.0 -0.8
H 3.06387 0.10217 5.42625 0.1 -0.2 -0.1
H 2.34094 -1.29772 6.18598 0.2 -0.1 -0.4
H 4.07952 -1.18417 6.11280 0.0 0.1 -0.1
H 3.78434 -3.64148 3.35894 -0.1 0.3 0.0
H 3.75189 -3.58577 5.11108 -0.2 0.3 -0.1
H 5.82029 -2.28955 5.18246 0.0 0.0 0.0
H 6.05773 -3.68315 4.14883 -0.1 0.2 0.0
H 6.98763 -1.59396 3.15106 -0.2 0.2 -0.1
H 5.79615 -2.37749 2.13172 -0.2 0.2 0.0
H 4.93292 1.33423 4.21380 0.0 -0.2 0.0
H 6.58642 0.73597 4.05133 -0.2 -0.2 -0.2
H 5.50683 -0.04494 5.16303 -0.1 0.0 -0.1
H 5.34955 -0.27139 0.81936 -0.2 0.0 0.3
H 6.56974 0.55230 1.77123 -0.2 -0.2 0.3
H 4.94178 1.23258 1.67218 0.0 -0.2 0.1
H 0.99717 -1.25356 3.95537 0.2 -0.1 0.0
H 1.33084 -2.75246 4.83701 0.4 0.3 -0.1
H 1.48317 -2.73043 3.09106 0.2 0.3 0.1